#a
Computed, not measured: C3H9NO2S as an isolated structure, with ωB97M-V/def2-TZVPD.

The geometry in XYZ format:
```
16
Properties=species:S:1:pos:R:3:nbo_charge:R:1
H 0.489 1.841 -0.542 0.3486
H 0.340 -1.579 0.551 0.2175
C 0.347 -0.517 0.595 -0.6424
H -0.073 -0.217 1.548 0.2067
S 2.652 -0.287 -0.327 -0.3203
H -3.427 -1.495 -0.356 0.5028
H -0.258 -0.105 -1.465 0.2155
O -2.391 -1.447 -0.476 -0.7004
C -1.987 -0.160 -0.239 0.7930
H 3.780 0.652 -0.822 0.1469
H 3.353 -0.780 0.795 0.1705
H -0.530 1.793 0.566 0.3443
O -2.742 0.713 0.086 -0.5772
N -0.369 1.577 -0.293 -0.7769
H 1.306 -0.153 0.849 0.2270
C -0.489 0.164 -0.471 -0.1555
```

highest occupied orbital energy = -9.18 eV


#b
Computed, not measured: a 2-piece molecular cluster, C3H9NO2S overall, with ωB97M-V/def2-TZVPD.

The geometry in XYZ format:
```
16
Properties=species:S:1:pos:R:3:nbo_charge:R:1
H 1.884 0.734 -2.727 0.4682
H 0.391 0.615 -3.055 0.4677
O 1.297 0.550 -3.488 -0.9352
H 2.552 -0.357 -0.665 0.4052
H -3.144 -0.832 1.283 0.1153
S -2.886 0.197 2.116 -0.0619
H -0.531 -1.452 1.251 0.2431
C -0.544 -0.496 0.737 -0.5478
O 1.183 1.150 0.627 -0.5883
H -1.229 1.635 0.976 0.2408
H -0.350 0.688 2.354 0.2428
H 1.252 -1.560 -0.814 0.3872
C -1.149 0.640 1.572 -0.4946
H -1.129 -0.851 -0.067 0.2294
C 0.783 0.073 0.356 0.6842
N 1.622 -0.735 -0.456 -0.8561
```

SMILES string = NC(=O)CCS.O
highest occupied orbital energy = -9.30 eV


#c
Computed, not measured: a 2-piece molecular cluster, C3H9NO2S overall, with ωB97M-V/def2-TZVPD.

The geometry in XYZ format:
```
16
Properties=species:S:1:pos:R:3:nbo_charge:R:1
S 0.000 0.000 0.000 -0.0551
C 1.745 0.033 2.194 -0.2319
H -0.518 -0.612 1.086 0.1533
H 2.158 -0.934 0.231 0.2108
H -3.069 -1.529 0.276 0.4715
C 1.685 -0.006 0.605 -0.5417
H 2.198 0.850 0.125 0.2288
H 0.650 -2.220 4.432 0.1253
N 1.521 -1.201 2.928 -0.6046
H 1.104 0.835 2.608 0.2309
O -0.691 -1.035 3.313 -0.6363
C 0.423 -1.548 3.569 0.5222
O -2.834 -2.463 0.073 -0.9418
H 2.798 0.301 2.404 0.2011
H -2.881 -2.925 0.941 0.4717
H 2.336 -1.797 3.094 0.3959
```

SMILES string = O=CNCCS.O
highest occupied orbital energy = -8.73 eV


Which one sits at the top of the stability order? #c does.


#a
Computed, not measured: one molecule with the formula C3H6ClOPS, with ωB97M-V/def2-TZVPD.

The geometry in XYZ format:
```
13
Properties=species:S:1:pos:R:3:nbo_charge:R:1
C -1.870 0.167 -0.591 -0.6082
H -0.111 -0.748 -1.183 0.1546
H -2.253 0.997 0.086 0.2126
H 0.715 0.403 1.519 0.2368
H -0.409 -1.000 1.582 0.2346
Cl 3.411 1.432 0.802 -0.2473
H -2.087 0.478 -1.600 0.2223
C 0.247 -0.393 0.986 -0.4970
P 2.897 -0.114 -0.378 0.6670
S 1.670 -1.498 0.542 -0.0191
C -0.230 0.058 -0.391 0.0795
H -2.373 -0.904 -0.523 0.2096
O 0.393 1.121 -0.852 -0.6455
```

highest occupied orbital energy (alpha / beta) = -8.51 / -8.51 eV


#b
Computed, not measured: one molecule with the formula C3H6ClOPS, with ωB97M-V/def2-TZVPD.

The geometry in XYZ format:
```
13
Properties=species:S:1:pos:R:3:nbo_charge:R:1
C 0.700 1.004 -0.206 -0.5463
S -2.010 1.139 -0.917 -0.0026
C -0.612 -1.044 0.083 -0.6618
C -0.457 0.352 -0.394 -0.0830
H -2.713 0.619 0.126 0.1248
H 0.899 2.024 -0.334 0.2278
P 2.351 0.276 0.399 1.0643
O 3.136 1.716 0.313 -0.9777
H -0.783 -1.681 -0.722 0.2319
H 0.350 -1.379 0.611 0.2160
Cl 2.837 -0.472 -1.464 -0.3122
H 3.194 2.079 1.171 0.4931
H -1.550 -1.216 0.538 0.2256
```

SMILES string = C/C(S)=C\P(O)Cl
highest occupied orbital energy = -8.99 eV


Which one sits at the top of the stability order? #b does.


#a
Computed, not measured: one molecule with the formula C10H8N2, with ωB97M-V/def2-TZVPD.

The geometry in XYZ format:
```
20
Properties=species:S:1:pos:R:3:nbo_charge:R:1
C -1.390 1.266 -0.352 -0.2694
N 1.418 -1.219 -0.119 -0.4429
H 3.212 -2.158 -0.760 0.2093
C -2.759 1.064 -0.287 0.0307
H 4.696 0.168 -0.404 0.2448
N -3.475 -0.065 0.048 -0.4247
H 3.183 2.041 0.310 0.2097
H 0.491 1.916 0.893 0.2404
C 2.787 -1.131 -0.314 0.0444
C 2.663 1.155 0.378 -0.1603
H -3.401 1.929 -0.324 0.1879
C 3.561 0.039 0.036 -0.2831
H -0.977 -2.236 0.641 0.2465
H -3.327 -1.957 0.834 0.1891
C 1.283 1.119 0.366 -0.2758
C -0.787 -0.035 -0.210 -0.0898
C -2.791 -1.101 0.310 0.0831
C -1.379 -1.140 0.083 -0.2042
H -0.730 2.145 -0.631 0.2576
C 0.688 -0.048 -0.020 0.2066
```

SMILES string = c1ccc(-c2ccncc2)nc1
highest occupied orbital energy = -9.29 eV


#b
Computed, not measured: one molecule with the formula C10H8N2, with ωB97M-V/def2-TZVPD.

The geometry in XYZ format:
```
20
Properties=species:S:1:pos:R:3:nbo_charge:R:1
N -1.373 1.162 -0.153 -0.4263
H -0.817 -2.076 0.358 0.2219
C -3.491 0.106 -0.004 -0.2593
C 0.742 -0.006 -0.109 -0.1127
C 2.861 1.145 0.198 -0.2744
H 0.856 2.172 0.137 0.2484
C 1.472 1.220 0.117 -0.1386
C -0.798 -0.022 -0.110 0.1922
H -3.464 -2.068 0.383 0.2236
C -2.928 -1.166 0.214 -0.1659
H 3.281 2.177 0.196 0.2282
C 1.513 -1.152 -0.257 0.0322
N 2.856 -1.234 -0.113 -0.4083
C -2.684 1.194 -0.132 0.0410
H -3.187 2.207 -0.090 0.1926
H 4.564 -0.102 0.110 0.1938
H -4.556 0.147 0.101 0.2201
C 3.500 -0.083 0.113 0.0350
C -1.534 -1.201 0.141 -0.2337
H 1.037 -2.163 -0.363 0.1903
```

SMILES string = c1ccc(-c2cccnc2)nc1
highest occupied orbital energy = -9.04 eV


Which one sits at the top of the stability order? #b does.


#a
Computed, not measured: CHF2NO2 as an isolated structure, with ωB97M-V/def2-TZVPD.

The geometry in XYZ format:
```
7
Properties=species:S:1:pos:R:3:nbo_charge:R:1
F 0.756 -1.039 0.946 -0.3041
C 0.071 -0.628 -0.102 0.6221
H 0.878 -0.721 -1.190 0.1927
F -1.108 -1.364 -0.090 -0.3224
O 0.271 1.545 -0.805 -0.3555
O -0.653 1.301 1.138 -0.3117
N -0.215 0.905 0.103 0.4790
```

highest occupied orbital energy = -11.98 eV


#b
Computed, not measured: a 2-piece molecular cluster, CHF2NO2 overall, with ωB97M-V/def2-TZVPD.

The geometry in XYZ format:
```
7
Properties=species:S:1:pos:R:3:nbo_charge:R:1
N 0.242 0.590 0.189 0.3269
O -0.151 1.110 -0.891 -0.3699
F 0.551 -1.371 1.357 -0.2493
H -1.799 0.897 -1.392 0.1050
C 0.201 -0.776 0.261 0.8510
O 0.626 1.134 1.247 -0.4043
F 0.330 -1.583 -0.771 -0.2594
```

highest occupied orbital energy (alpha / beta) = -9.37 / -10.06 eV


Which one sits at the top of the stability order? #a does.